Here is a structure of composition C38H42N3OS2ScSe at a distorted geometry from the Open Molecules 2025 dataset. Energies are from the ωB97M-V functional and the def2-TZVPD basis.

Atoms and positions in Å:
Se -16.513 11.582 6.711
Sc -15.356 12.317 8.891
S -14.988 15.594 7.588
S -12.537 12.171 8.848
O -14.704 14.290 8.298
N -11.436 13.988 7.255
N -11.940 14.708 9.341
N -15.016 10.279 8.844
C -17.387 15.057 13.572
C -17.629 15.034 6.609
C -8.285 14.211 4.026
C -13.381 15.106 3.301
C -17.660 14.370 10.798
C -14.612 7.829 7.570
C -18.444 15.334 11.411
C -18.261 15.730 12.741
C -11.500 14.818 11.836
C -14.134 16.559 5.055
C -18.937 15.413 6.540
C -10.633 16.096 11.799
C -13.864 14.019 4.023
C -10.002 15.313 5.555
C -9.131 14.138 5.311
C -17.265 16.812 8.301
C -14.205 6.682 6.843
C -15.230 8.861 6.913
C -11.923 13.714 8.496
C -15.812 13.172 13.796
C -14.614 6.551 5.513
C -15.044 12.168 13.259
C -10.659 15.191 6.904
C -14.536 15.430 5.824
C -15.376 10.139 7.690
C -14.394 14.142 5.322
C -15.602 8.743 5.565
C -18.655 17.060 8.248
C -15.400 7.538 4.940
C -13.502 16.370 3.824
C -16.787 15.791 7.487
C -15.917 12.712 10.993
C -15.098 12.029 11.868
C -12.496 14.612 10.699
C -9.529 16.095 10.752
C -16.607 14.028 13.019
C -19.476 16.358 7.401
C -16.706 13.702 11.627
H -14.438 13.367 6.066
H -11.194 17.039 11.620
H -20.560 16.591 7.415
H -14.256 17.574 5.380
H -12.899 14.855 2.367
H -8.412 14.003 6.093
H -17.721 14.132 9.774
H -14.241 7.924 8.605
H -9.870 16.285 9.736
H -9.734 13.160 5.296
H -12.999 13.673 10.890
H -10.849 13.969 11.917
H -8.749 16.839 11.015
H -11.352 16.060 7.090
H -17.271 14.270 5.971
H -15.783 13.129 14.912
H -14.249 5.658 5.099
H -11.550 15.589 9.065
H -18.796 16.603 13.119
H -9.361 16.210 5.685
H -12.058 14.856 12.759
H -13.304 15.368 10.702
H -10.221 16.223 12.802
H -13.075 17.258 3.286
H -8.855 14.760 3.260
H -13.627 5.920 7.392
H -13.782 12.956 3.681
H -18.983 17.840 8.924
H -7.325 14.737 4.184
H -9.011 15.161 10.744
H -9.820 15.345 7.708
H -10.684 15.597 4.776
H -15.793 7.321 3.949
H -14.554 11.176 11.445
H -16.614 17.340 8.947
H -16.141 9.497 5.030
H -14.472 11.520 13.877
H -17.206 15.336 14.598
H -11.214 13.154 6.731
H -8.084 13.129 3.617
H -19.184 15.899 10.858
H -19.677 14.912 5.831

Results
E_HOMO (eV): -7.07
Spin multiplicity: 1
Energy (eV): -154322.4853
Relative energy (zero: lowest compared OMol25 entry of this formula, charge and spin) (kcal per mole): 13.9

Results of the Löwdin charge analysis, in e, for atoms 1 through 6: 0.535 0.577 1.062 0.708 -0.633 0.022

=====

Here is the ion C4H9N4O with charge +1 at a distorted geometry from the Open Molecules 2025 dataset. Energies are from the ωB97M-V functional and the def2-TZVPD basis.

Atoms and positions in Å:
O -1.643 -1.682 -0.668
N -0.853 -0.764 -0.544
N -0.578 0.721 -1.347
N 0.120 -0.724 0.336
N 0.324 1.241 -0.611
C -1.574 1.200 -2.226
C 1.838 0.753 1.290
C 0.769 0.487 0.322
C 0.149 -1.704 1.373
H 1.645 -0.048 2.087
H -1.893 0.362 -2.711
H 0.872 -2.445 1.105
H 1.981 1.833 1.608
H -1.002 1.918 -2.791
H 2.783 0.456 0.744
H -2.519 1.700 -1.828
H -0.848 -1.969 1.559
H 0.431 -1.335 2.300

Results
E_HOMO (spin up / spin down) (eV): -13.77 / -13.77
Spin multiplicity: 1
SMILES string: Cc1nn(C)[n+](=O)n1C
Energy (eV): -12289.5357
Relative energy (zero: lowest compared OMol25 entry of this formula, charge and spin) (kcal per mole): 140.3
Net charge: +1

Results of the natural (NBO) charge analysis, in e, for atoms 1 through 6: -0.274 0.427 0.010 -0.133 -0.143 -0.425

=====

Here is a cluster of 2 separate species, C2H2F3NO in total at a distorted geometry from the Open Molecules 2025 dataset. Energies are from the ωB97M-V functional and the def2-TZVPD basis.

Atoms and positions in Å:
F -0.104 -0.118 -2.424
F -0.875 1.989 1.489
F 0.518 1.023 -0.729
O -0.452 -1.502 1.809
N -0.594 -0.315 1.849
C 0.514 -0.242 -1.304
C -0.709 0.738 1.362
H 0.051 -0.945 -0.504
H 1.650 -0.628 -1.548

Results
E_HOMO (eV): -9.98
Spin multiplicity: 1
SMILES string: [O-][N+]#CF.FCF
Energy (eV): -13791.1639
Relative energy (zero: lowest compared OMol25 entry of this formula, charge and spin) (kcal per mole): 136.9

Results of the natural (NBO) charge analysis, in e, for atoms 1 through 6: -0.318 -0.234 -0.377 -0.424 0.095 0.424